[1]
ORCA calculation (ωB97M-V/def2-TZVPD) on one molecule with the formula C9H14SSi at a distorted geometry.

```
25
C9H14SSi (ωB97M-V/def2-TZVPD)
H 1.28056 3.20877 -1.38629
C -0.18136 -3.86025 -0.33365
H -0.02805 -4.91692 -0.62993
H -2.41677 3.07815 0.07062
H -1.93157 3.01581 -1.57819
C 0.07761 2.05769 1.51093
H 0.64962 -4.17544 1.65686
H -1.09404 -0.82194 -0.30070
C -0.21828 -0.37229 -0.06032
C 0.54180 -3.43737 0.87359
S 0.44193 -2.98325 -1.87541
H 0.55178 1.93643 -2.71811
C -1.06478 -2.97010 -1.16313
H 1.44911 -1.98368 2.26401
C 0.94237 -2.17505 1.29773
Si -0.34291 1.54924 -0.28014
C 1.04250 2.09227 -1.65414
C 0.83293 -0.92414 0.61017
H -0.32451 3.02487 1.71730
H 1.52028 -0.17034 1.08456
H -2.75896 1.59804 -0.84882
H 1.19516 2.19401 1.63466
H 1.92620 1.39259 -1.55596
H -0.05546 1.23583 2.31796
C -2.03513 2.40704 -0.65361
```

Computed properties:
* HOMO: -8.18 eV
* energy: -1038.80683 Eh
* energy relative to the best compared isomer or geometry (same formula, charge and spin): 7.119 eV

[2]
ORCA calculation (ωB97M-V/def2-TZVPD) on one molecule with the formula C6H10O at a distorted geometry.

```
17
C6H10O (ωB97M-V/def2-TZVPD)
C 1.62234 -0.59940 0.60486
H -0.57738 1.87471 -0.83078
H 1.61065 -1.63171 0.98505
C 0.36426 1.34844 -0.56859
H 0.98350 2.07488 -0.01943
C 0.25307 -0.07762 0.16874
H -0.54428 -0.66425 -1.75928
H 2.29495 -0.58912 -0.26150
C -0.62612 -1.02317 -0.70610
H 2.05682 0.03421 1.38562
H 0.82367 1.03681 -1.49352
H -2.91695 -0.99793 -0.46245
C -1.95085 -0.84280 -0.02148
O -1.88604 0.27165 0.78486
H -0.42236 1.33489 1.79176
C -0.68089 0.55989 1.09520
H -0.30296 -2.07953 -0.74792
```

Computed properties:
* HOMO (spin up / spin down): -6.88 / -6.07 eV
* energy: -309.70037 Eh
* energy relative to the best compared isomer or geometry (same formula, charge and spin): 3.864 eV

[3]
ORCA calculation (ωB97M-V/def2-TZVPD) on a 2-piece molecular cluster, CH4O2S overall at a distorted geometry.

```
8
CH4O2S (ωB97M-V/def2-TZVPD)
H 0.30871 -1.21188 1.41833
H 0.36188 0.69977 1.42357
H 1.70150 -0.27368 0.41586
S -0.34900 -0.19993 -0.69225
O 0.41216 0.36747 -1.82998
O -0.86977 -1.52342 -0.92124
H -2.26032 2.43202 -0.72328
C 0.69484 -0.29034 0.90898
```

Computed properties:
* HOMO (spin up / spin down): -11.22 / -9.51 eV
* energy: -588.98759 Eh
* energy relative to the best compared isomer or geometry (same formula, charge and spin): 4.907 eV

[4]
ORCA calculation (ωB97M-V/def2-TZVPD) on a 2-piece molecular cluster, C3H11BN overall at a distorted geometry.

```
16
C3H11BN (ωB97M-V/def2-TZVPD)
H 1.55162 -0.75579 -1.42992
H 1.96088 -0.28355 1.29907
C -0.85481 1.53144 -0.18990
H -1.45731 2.14797 0.42644
N 2.12955 0.11826 0.43168
H -2.79178 -0.84229 -0.55078
B -0.85821 -0.03157 -0.18833
H 2.02785 1.12704 0.49613
H 1.49873 -1.78622 0.09388
C -1.98943 -1.05010 0.08615
C 1.25101 -0.76351 -0.38855
H -1.33303 1.79695 -1.14509
H 0.07699 2.02123 -0.25571
H 3.06248 -0.16015 0.04815
H -1.72255 -2.11422 0.22571
H -2.55201 -0.95548 1.04105
```

Computed properties:
* HOMO: -14.08 eV
* charge: +1
* energy: -200.16720 Eh
* energy relative to the best compared isomer or geometry (same formula, charge and spin): 0.236 eV

[5]
ORCA calculation (ωB97M-V/def2-TZVPD) on C6H13NO as an isolated structure at a distorted geometry.

```
21
C6H13NO (ωB97M-V/def2-TZVPD)
C -1.25333 -0.27643 0.05291
H 1.93112 -0.46080 2.01739
H 0.23037 0.92306 -1.80731
H 0.99868 1.47620 0.15466
H -0.69289 2.67128 1.87789
H -2.16158 1.92493 1.81187
O -1.41824 -1.47872 0.27507
H -1.18957 -0.01932 -2.21014
C -0.60638 0.69242 1.35402
H -0.73771 0.04932 2.22771
C -0.26928 -0.02642 -1.63115
H 0.14095 -2.12092 -1.42453
C 1.56207 -0.51674 0.98780
H -1.99958 0.43127 -0.31929
H 0.49867 -1.48044 -3.02641
H 2.41719 -0.53238 0.31548
H 0.99766 -1.45529 0.89067
C 0.65423 0.62125 0.71846
C 0.54391 -1.25223 -1.95679
N -1.24328 1.97680 1.38564
H 1.59700 -1.14684 -1.69397
```

Computed properties:
* HOMO (spin up / spin down): -7.69 / -7.69 eV
* energy: -366.25826 Eh
* energy relative to the best compared isomer or geometry (same formula, charge and spin): 4.779 eV

[6]
ORCA calculation (ωB97M-V/def2-TZVPD) on a 2-piece molecular cluster, C22H41BrIN3O2PSSi overall at a distorted geometry.

```
73
C22H41BrIN3O2PSSi (ωB97M-V/def2-TZVPD)
S 5.54691 1.57116 -3.24800
C -3.72166 -2.47117 -2.09895
H -0.59543 2.66296 2.21168
C -2.24344 -1.82855 -2.50555
H -1.04239 -3.42152 -1.40075
C -3.59058 1.38048 -0.28999
H -7.24046 -2.55368 -1.78420
H -6.75277 0.33644 -2.70709
C 7.33658 1.81207 -3.14074
H 1.65582 -0.68482 3.79660
C 0.46352 2.12331 2.32042
H -0.29779 -2.50166 1.40304
H -4.48862 0.09074 3.88904
C 2.93167 -0.62509 0.04853
H -7.14648 -1.48433 -0.12907
C 2.98792 -2.01922 -0.80875
C 0.44045 -1.70677 -1.84504
H -1.94494 -2.34996 -3.53565
H -4.15279 -3.10227 -3.00958
H -5.62077 -0.44516 -4.02854
H 0.49691 -1.76566 -3.02438
C -5.62916 0.01717 -2.95266
H 3.59853 -2.80380 -0.15178
H 7.66682 1.70851 -2.10422
H 0.50134 -0.58393 -1.52155
C -6.56362 -2.17684 -0.88928
H 1.74463 -3.57672 -1.91463
C 0.18894 0.80337 3.27454
C -4.41225 -0.03812 -0.06439
N 3.47114 0.60898 2.19533
H 5.57847 2.73511 -1.13507
H -1.42159 -1.85543 -0.36875
H 4.55414 -1.15776 1.55776
H 7.59479 2.80333 -3.51999
I -1.81917 -1.85031 4.37006
O 5.22532 0.27364 -2.56675
H -3.10138 2.54818 3.47592
H 3.73332 0.10500 -0.45170
C -1.07681 -2.25103 -1.42285
H 4.20712 1.26905 1.80071
N 2.75758 2.59806 3.58968
H -3.29392 1.78869 -1.34574
H -2.51673 3.30369 0.84780
H 0.76167 1.82935 1.20387
H 2.84989 -1.58520 2.23317
H -3.49182 -3.27963 -1.25253
C -3.43301 1.85281 2.58040
N 1.53060 0.33968 3.77204
Br 2.22622 4.46359 1.51033
H -6.16158 -3.09949 -0.25370
C 5.11106 2.90604 -2.10762
H -2.29248 -0.67715 -2.73590
H 0.91651 3.92191 3.69702
P -0.89151 -0.55003 2.47554
H 7.82670 1.05206 -3.75348
H 1.88617 -0.10170 0.08944
C -4.25995 0.41946 2.78839
H 3.61973 3.02374 3.18294
H -5.34206 -1.49116 1.72460
H -4.98635 1.01173 -2.89150
H 3.60451 -1.91064 -1.81856
H -0.42406 1.20896 4.21531
Si -5.02418 -1.16098 -1.55504
C -4.73607 -0.50198 1.48372
H 5.44159 3.86194 -2.52071
C 3.42461 -0.77742 1.62709
H 1.06332 -3.25775 -0.18690
C 1.53262 -2.70058 -1.13190
C -3.11146 2.29781 1.01698
C 1.49635 3.22485 2.95794
O 0.19130 -1.65132 1.67453
H 4.02512 2.92089 -1.98859
C 2.63734 1.12409 3.14764
```

Computed properties:
* HOMO: -10.62 eV
* charge: +1
* energy: -5077.65942 Eh